The following is a DFT calculation (ωB97M-V with the def2-TZVPD basis set) of a cluster of 13 separate species, H26O13 in total.

## Properties
ΔE to the lowest compared entry with this formula, charge and spin: 116.4 kcal per mole
multiplicity: 1
net charge: 0
HOMO level: -10.36 eV
E_LUMO: -0.5410 eV

Atoms and positions in Å:
H 0.14625 -0.38966 -0.15655
H 1.49555 0.13547 0.30568
H -4.01797 0.95064 0.43288
H -3.60663 0.11800 1.63602
H -0.82192 -0.06754 1.66094
H -1.00773 -1.15590 2.70545
H -3.81053 -1.82006 0.56946
H -5.25820 -1.84731 0.10734
H 4.93506 -3.77742 -0.31029
H 4.48666 -2.57348 -1.12239
H 2.45769 -1.24522 4.22917
H 2.57767 -1.12956 2.71846
H -2.81926 -1.10201 -2.03501
H -2.41642 0.34310 -1.79121
H 2.69511 2.09313 -1.60928
H 3.64038 0.95860 -1.96893
H -0.55580 2.78157 -2.39257
H 0.66199 1.87634 -2.30542
H -1.87798 4.88782 0.59038
H -2.26350 3.41781 0.61272
H -1.93897 -4.27015 -0.43292
H -1.92226 -3.82913 -1.88731
H -0.00463 2.02830 -0.68723
H 0.37546 2.96958 0.44395
H 3.89492 0.41367 0.48124
H 4.90019 0.01418 -0.58641
O 0.58963 -0.00021 0.60550
O -4.35658 0.30055 1.05874
O -1.49909 -0.60845 2.08266
O -4.40066 -2.25605 -0.05556
O 5.26160 -2.95690 -0.69643
O 2.92851 -0.76493 3.53879
O -2.07783 -0.49346 -2.12960
O 3.43893 1.58576 -1.26531
O -0.13514 2.02990 -2.82503
O -1.94741 4.12928 1.18096
O -2.32117 -3.62157 -1.03480
O -0.15299 2.18674 0.25185
O 4.72705 0.68860 0.08005

Forces on atoms 1 to 6 (eV/Å):
H -0.21 -0.23 -0.07
H -0.08 0.23 0.12
H -0.10 -0.10 0.11
H 0.27 0.00 0.19
H 0.18 0.12 0.04
H -0.17 0.10 -0.09

natural (NBO) atomic charge list, values in e, 8 entries:
1 H 0.489
2 H 0.477
3 H 0.460
4 H 0.495
5 H 0.500
6 H 0.471
7 H 0.479
8 H 0.469

The following is a DFT calculation (ωB97M-V with the def2-TZVPD basis set) of a cluster of 3 separate species, C12H25ClN2O13P3S2 in total.

## Properties
multiplicity: 1
net charge: -1
HOMO level: -5.71 eV
E_LUMO: 2.0182 eV

Atoms and positions in Å:
N 1.24771 4.83741 0.03784
P -0.34825 4.69830 -0.00955
N -0.82255 3.00024 0.06953
C -0.49138 2.44292 -1.26315
C 0.16332 0.99607 -1.18149
O -0.01251 0.27499 -0.25808
Cl 1.19605 0.34893 -2.55199
C -2.26091 2.79319 0.45942
C -2.90859 1.44778 -0.06364
O -3.44908 1.42568 -1.20145
O -2.88878 0.34482 0.61940
P -3.44229 4.18614 -0.00232
O -3.43647 5.32925 0.97164
O -3.27532 4.70011 -1.58760
O -4.98728 3.53484 0.09147
P -2.25562 2.66302 2.36344
O -3.60184 2.37898 2.93225
O -1.24980 1.40147 2.81138
O -1.55356 4.02008 3.07118
H 1.49111 5.42439 0.84763
H -0.76623 5.27775 -1.24901
H -0.84699 5.45439 1.09136
H -1.32422 2.49161 -2.01899
H 0.33800 3.09674 -1.68779
H -2.90289 3.96501 -2.11643
H -5.61127 4.17271 -0.31108
H -1.81246 0.73179 3.24896
H -0.59177 3.80883 3.09348
C -1.68544 -3.35839 0.81713
C -3.19506 -3.21109 1.01493
C -3.86907 -4.38806 0.30306
S -2.68208 -5.72970 0.31890
O -2.28368 -6.01049 -1.04103
O -3.14487 -6.76839 1.21224
C -1.36955 -4.81979 1.11798
H -1.12480 -2.68529 1.46623
H -1.42446 -3.12396 -0.21853
H -3.42753 -3.24551 2.08354
H -3.55980 -2.25619 0.63131
H -4.77623 -4.70401 0.81653
H -4.09464 -4.15021 -0.73672
H -0.40495 -5.14113 0.72743
H -1.42843 -5.02253 2.18883
C 6.78730 -1.93252 -0.81128
C 5.44823 -2.65261 -1.00071
C 4.33833 -1.60937 -0.83874
S 5.05159 -0.04049 -1.32836
O 5.10551 0.81987 -0.17361
O 4.46306 0.38124 -2.57546
C 6.69606 -0.66181 -1.64810
H 7.62929 -2.55486 -1.11873
H 6.92285 -1.67705 0.24372
H 5.40566 -3.08274 -2.00560
H 5.32547 -3.47084 -0.28929
H 3.48179 -1.82948 -1.47440
H 4.01769 -1.52383 0.19957
H 7.43587 0.08837 -1.37348
H 6.76582 -0.88659 -2.71373

Forces on atoms 1 to 6 (eV/Å):
N -1.16 0.23 0.13
P 3.35 0.69 0.86
N -1.48 1.03 -1.36
C 2.04 0.32 -1.40
C -1.23 -0.25 1.13
O 0.43 0.66 -0.67

natural (NBO) atomic charge list, values in e, 8 entries:
1 N -1.329
2 P 1.382
3 N -0.725
4 C -0.357
5 C 0.583
6 O -0.457
7 Cl -0.116
8 C -0.685

The following is a DFT calculation (ωB97M-V with the def2-TZVPD basis set) of a structure of composition C36H93N7O11.

## Properties
ΔE to the lowest compared entry with this formula, charge and spin: 1266.3 kcal per mole
multiplicity: 1
net charge: 0
HOMO level: -6.66 eV
E_LUMO: 0.3729 eV

Atoms and positions in Å:
C -3.24730 1.86218 -0.11304
O -3.85991 0.69332 0.55312
C -4.41395 1.00714 1.85540
C -5.21427 -0.12822 2.38468
N -4.38449 -1.26891 2.61720
C -3.29637 -1.24730 3.62375
C -3.04388 -2.68056 4.01741
O -2.21491 -2.73710 5.17689
C -0.79936 -2.63957 4.73244
H -2.55746 2.27158 0.62493
H -3.97184 2.62106 -0.40844
H -2.71407 1.53300 -1.00489
H -5.05702 1.88720 1.84859
H -3.70148 1.29400 2.62883
H -6.09234 -0.38042 1.79012
H -5.70924 0.11149 3.32577
H -4.18784 -1.82183 1.79519
H -3.71912 -0.71533 4.47604
H -2.42727 -0.70881 3.24586
H -2.67970 -3.23901 3.15508
H -3.98611 -3.14279 4.31175
H -0.15032 -2.59219 5.60685
H -0.67036 -1.84214 4.00063
H -0.56766 -3.53248 4.15182
C 5.60941 2.00565 -0.44795
O 4.98661 3.29084 -0.19405
C 4.52926 4.02170 -1.32910
C 3.25524 3.37384 -1.87109
N 2.50872 4.17947 -2.84375
C 1.07033 3.91115 -2.80220
C 0.20570 4.30798 -1.50485
O 0.01076 5.81169 -1.46935
C -1.17272 6.26085 -0.85719
H 6.67334 1.94825 -0.67780
H 5.16176 1.31451 -1.16212
H 5.45097 1.50816 0.50887
H 5.28511 4.06407 -2.11331
H 4.36754 5.06965 -1.07663
H 2.66536 3.23645 -0.96484
H 3.39911 2.34532 -2.20208
H 2.84681 3.80010 -3.71661
H 0.86085 2.85801 -2.98957
H 0.75766 4.38611 -3.73213
H 0.48037 4.21894 -0.45379
H -0.75730 3.83473 -1.69664
H -2.05515 5.90642 -1.38992
H -1.15133 7.34810 -0.93155
H -1.12494 5.92752 0.17949
C 6.52765 0.07840 1.42611
O 5.36154 0.88035 1.51469
C 4.33327 0.50337 0.64371
C 3.65399 -0.84091 1.06900
N 2.23046 -0.94096 0.94276
C 1.83481 -2.22932 1.58364
C 0.46791 -2.73732 1.00639
O -0.39556 -1.99233 1.73552
C -1.65540 -2.64569 1.83960
H 6.17711 -0.95213 1.48297
H 7.25973 0.33172 2.19292
H 6.90848 0.25647 0.42045
H 4.51292 0.38656 -0.42502
H 3.50291 1.20530 0.72056
H 3.63477 -0.70725 2.15061
H 4.22682 -1.69789 0.71469
H 1.81212 -0.16131 1.42985
H 1.72651 -2.04693 2.65281
H 2.67274 -2.90962 1.43149
H 0.31956 -3.78603 1.26390
H 0.32362 -2.57526 -0.06180
H -2.05550 -2.99319 0.88709
H -2.34124 -1.83787 2.09485
H -1.79978 -3.46495 2.54391
C 4.60214 0.27513 -1.64556
O 3.83714 0.70290 -2.75038
C 2.45144 0.66418 -2.67687
C 1.91055 -0.55635 -3.53116
N 2.22482 -0.41146 -4.93134
C 1.44677 -1.35272 -5.80536
C -0.04323 -1.03111 -5.80055
O -0.70963 -1.05930 -7.07382
C -1.92591 -0.46877 -7.08628
H 4.29083 0.80365 -0.74453
H 5.69106 0.28066 -1.59710
H 4.38664 -0.77205 -1.43328
H 1.91538 1.53513 -3.05392
H 2.14965 0.64561 -1.62964
H 0.83757 -0.48999 -3.35114
H 2.39150 -1.34907 -2.95811
H 3.22958 -0.46438 -5.01938
H 1.73285 -2.37158 -5.54424
H 1.72973 -1.16553 -6.84122
H -0.20325 -0.09131 -5.27210
H -0.50155 -1.77606 -5.15010
H -2.04764 0.19244 -6.22832
H -2.76279 -1.14182 -6.89988
H -2.00400 0.03502 -8.04970
C 0.68056 1.84793 -1.64212
C 0.69055 0.99698 -0.35981
C -0.20943 -0.26030 -0.27643
O -1.56241 0.09014 -0.33971
C -2.49332 -0.96963 -0.37145
N 2.10188 0.64163 -0.17590
H 1.56135 2.48616 -1.71262
H -0.21374 2.47109 -1.64156
H 0.64356 1.21574 -2.52929
H 0.47376 1.69872 0.44559
H -0.04569 -0.84396 0.62945
H 0.06179 -0.88016 -1.13102
H -3.44696 -0.73748 -0.84556
H -2.74242 -1.47217 0.56316
H -2.16203 -1.77116 -1.03167
H 2.55262 1.28979 0.45404
H 2.27099 -0.28071 0.19931
C -0.20651 0.06317 4.37623
C 1.02759 0.42239 3.57044
C 0.81197 1.70606 2.68839
O 1.80455 1.87602 1.61913
C 1.92377 3.15618 1.11580
N 2.15028 0.60796 4.43906
H -0.52685 0.74478 5.16419
H 0.10278 -0.84439 4.89467
H -1.09438 0.02253 3.74525
H 1.42468 -0.25596 2.81528
H 0.49383 2.56651 3.27703
H -0.07568 1.62440 2.06107
H 1.11799 3.58777 0.52204
H 2.81223 3.18978 0.48524
H 2.06203 3.82640 1.96421
H 2.82594 0.94331 3.76742
H 1.95708 1.30630 5.14268
C -6.49997 -4.46720 -0.35464
C -5.22845 -5.07044 0.24170
C -4.55817 -3.87727 0.99596
O -3.43809 -3.34000 0.28591
C -3.67763 -2.25304 -0.60028
N -5.44471 -6.18862 1.16170
H -6.22937 -3.69553 -1.07533
H -7.26634 -4.14634 0.35093
H -6.87372 -5.28002 -0.97733
H -4.64117 -5.47668 -0.58180
H -3.86531 -4.16022 1.78843
H -5.20107 -3.09111 1.39182
H -4.42096 -2.59246 -1.32164
H -2.72135 -2.00183 -1.05911
H -3.90787 -1.38865 0.02256
H -5.50627 -5.78113 2.08379
H -6.35817 -6.54554 0.92026

Forces on atoms 1 to 6 (eV/Å):
C -0.70 -0.40 0.85
O -0.86 1.86 0.92
C -0.57 1.27 -0.67
C 0.02 -0.54 0.39
N 0.11 -1.30 0.45
C -2.33 0.52 -0.53

Mulliken atomic charge list, values in e, 8 entries:
1 C -1.002
2 O -0.305
3 C -0.460
4 C -1.160
5 N 0.218
6 C -1.605
7 C 0.421
8 O -0.520

Calculated Kohn-Sham gap, 9.8 7.7 7.0 eV (same order as the records).